(1)
{
  "formula": "C21H34BrN5O3P2PdTe",
  "method": "the ωB97M-V functional and the def2-TZVPD basis",
  "species": ["H", "H", "Te", "C", "H", "C", "N", "H", "C", "H", "C", "C", "Br", "H", "H", "P", "C", "C", "H", "N", "C", "P", "C", "H", "N", "C", "H", "H", "C", "C", "N", "H", "H", "Pd", "N", "C", "H", "H", "H", "H", "H", "H", "C", "H", "O", "H", "H", "C", "H", "H", "C", "O", "H", "H", "H", "H", "H", "C", "H", "H", "O", "C", "H", "C", "C", "C", "H", "H"],
  "xyz": [[3.661, -3.674, 0.604], [2.095, 1.802, -0.345], [-1.564, 1.851, 1.975], [-1.203, -1.863, -2.122], [-1.094, -2.831, -2.621], [2.154, 4.014, 1.477], [2.126, -0.070, -1.289], [3.658, -2.239, 2.650], [-0.957, 0.877, -1.043], [1.541, -5.188, -1.023], [3.822, -1.362, 2.015], [0.788, 4.724, -0.373], [-3.307, -0.868, 2.201], [2.781, 5.429, -0.007], [3.306, -0.517, 2.459], [1.945, -0.835, 0.153], [3.870, -2.770, 0.020], [-3.185, 3.038, 1.334], [-0.014, -5.647, -1.741], [-0.163, -4.344, -0.106], [-5.203, 3.318, 0.072], [-0.264, -2.746, 0.286], [-5.306, 4.623, 0.530], [1.265, 2.576, 2.796], [-0.681, 1.532, -1.956], [-4.139, 2.518, 0.469], [-2.654, -3.810, -1.053], [-1.158, 3.832, -0.513], [-4.348, 5.135, 1.394], [-0.335, -5.350, 0.935], [-1.525, -2.047, -0.692], [3.083, 4.055, 2.029], [-0.908, -6.190, 0.536], [-1.752, -0.119, 0.463], [3.318, -1.596, 0.669], [-0.238, 3.897, 0.056], [0.634, -5.723, 1.280], [3.447, -2.906, -0.971], [2.008, 1.841, -2.104], [0.654, -4.036, -2.023], [-2.025, -1.324, -2.589], [2.294, -0.176, -3.350], [-3.287, 4.342, 1.804], [4.894, -1.155, 1.983], [-0.507, -2.518, 1.710], [-4.053, 1.501, 0.113], [2.134, -1.744, -2.557], [1.127, 3.186, 1.912], [4.953, -2.672, -0.082], [-4.426, 6.153, 1.753], [0.540, -4.824, -1.283], [1.055, -2.127, -0.365], [-0.302, -1.261, -2.238], [-3.583, -2.288, -0.995], [-0.864, -4.922, 1.781], [-5.948, 2.917, -0.602], [3.685, -0.871, -2.493], [2.481, 1.347, -1.255], [-6.134, 5.243, 0.213], [3.568, 1.485, -1.298], [1.352, 0.005, 1.194], [-2.762, -2.846, -0.548], [-2.539, 4.744, 2.477], [-0.063, 3.130, 1.198], [2.593, -0.758, -2.476], [1.982, 4.783, 0.335], [-2.980, -2.996, 0.507], [0.656, 5.313, -1.271]],
  "atomic_forces_ev_per_a": [[-0.01, 0.00, 0.00], [0.00, -0.01, -0.04], [0.10, 0.21, -0.01], [0.01, 0.04, -0.08], [-0.01, 0.01, 0.02], [-0.01, 0.00, -0.01], [0.11, -0.06, 0.11], [-0.01, -0.01, -0.01], [-0.09, 0.22, 0.20], [-0.01, -0.01, 0.01], [0.00, -0.02, 0.04], [0.04, 0.02, 0.01], [-0.27, -0.10, 0.26], [0.00, 0.00, 0.00], [-0.01, 0.02, 0.00], [-0.01, -0.31, -0.15], [-0.01, 0.01, 0.00], [0.04, -0.07, -0.02], [-0.01, 0.00, 0.00], [0.10, 0.06, -0.08], [0.01, 0.00, 0.00], [-0.27, -0.17, 0.04], [0.00, -0.01, 0.00], [0.01, 0.00, 0.00], [0.06, -0.14, -0.07], [0.00, 0.11, 0.05], [0.00, 0.01, -0.02], [0.05, 0.01, 0.02], [0.00, 0.00, 0.01], [-0.01, 0.00, -0.01], [0.32, -0.05, 0.41], [0.00, 0.00, 0.00], [-0.01, 0.00, 0.01], [0.23, -0.02, -0.68], [0.01, 0.14, 0.04], [-0.09, -0.02, -0.03], [-0.01, -0.01, 0.01], [-0.01, 0.00, -0.04], [0.00, 0.01, -0.01], [0.00, 0.01, 0.00], [0.01, 0.02, 0.01], [0.00, -0.02, -0.01], [-0.01, -0.02, -0.02], [0.00, -0.01, -0.01], [0.15, -0.15, -0.21], [0.00, -0.03, -0.01], [0.02, 0.00, 0.01], [0.01, -0.01, 0.02], [0.00, 0.00, 0.00], [0.00, 0.01, 0.00], [0.05, 0.01, -0.02], [-0.13, 0.33, 0.14], [-0.12, -0.10, 0.02], [-0.01, -0.01, 0.03], [-0.01, 0.02, 0.02], [-0.01, 0.00, 0.00], [-0.02, 0.01, -0.03], [-0.03, 0.00, 0.09], [-0.01, 0.00, 0.00], [0.00, 0.03, -0.02], [-0.01, 0.10, 0.08], [-0.05, -0.04, -0.02], [0.00, 0.01, 0.00], [-0.08, -0.02, 0.08], [-0.02, -0.03, -0.06], [-0.02, 0.00, -0.02], [-0.01, 0.00, -0.03], [0.01, 0.01, 0.00]],
  "e_above_lowest_kj_mol": 0.00,
  "homo_ev": -8.351,
  "gap_ev": 8.2
}


(2)
{
  "formula": "H3NO2S2",
  "method": "the ωB97M-V functional and the def2-TZVPD basis",
  "species": ["N", "O", "S", "S", "H", "O", "H", "H"],
  "xyz": [[-0.258, 0.762, 0.275], [2.730, -0.560, -0.462], [-3.742, -0.319, -0.372], [-0.992, -0.464, 0.911], [2.153, 0.103, -0.798], [-2.609, -0.734, 0.756], [3.440, -0.163, 0.048], [-0.721, 1.375, -0.357]],
  "atomic_forces_ev_per_a": [[-0.70, -1.61, 0.84], [0.73, -1.35, 0.30], [0.72, 0.23, 0.35], [0.69, 0.72, -0.09], [-0.51, 1.02, -0.10], [-0.06, 0.08, -0.46], [-0.24, 0.30, -0.14], [-0.62, 0.61, -0.70]],
  "e_above_lowest_kj_mol": 178.17,
  "homo_ev": [-9.541, -8.497],
  "gap_ev": [8.6, 6.4]
}


(3)
{
  "formula": "C43H95N4O11P",
  "method": "the ωB97M-V functional and the def2-TZVPD basis",
  "species": ["H", "H", "H", "C", "H", "C", "H", "H", "H", "H", "C", "C", "H", "H", "H", "O", "H", "O", "C", "C", "H", "C", "H", "H", "H", "H", "C", "H", "O", "N", "H", "H", "C", "O", "H", "H", "H", "C", "C", "H", "H", "H", "C", "C", "C", "C", "H", "H", "C", "H", "H", "C", "H", "O", "C", "O", "H", "H", "P", "C", "C", "H", "H", "C", "H", "C", "H", "H", "H", "C", "H", "H", "C", "H", "H", "N", "H", "C", "H", "H", "C", "H", "H", "O", "H", "C", "H", "C", "H", "O", "H", "H", "H", "H", "H", "H", "H", "H", "C", "H", "C", "O", "C", "H", "C", "C", "H", "H", "H", "H", "H", "C", "H", "H", "C", "H", "H", "H", "H", "H", "H", "C", "N", "H", "C", "H", "H", "O", "H", "H", "C", "O", "H", "H", "H", "H", "H", "H", "H", "H", "H", "C", "H", "C", "C", "C", "H", "N", "H", "H", "H", "C", "H", "H"],
  "xyz": [[-0.748, -2.675, 5.911], [3.072, -2.892, 3.666], [-3.906, -5.326, -7.110], [0.990, -1.252, 4.877], [-6.521, 0.625, 1.267], [0.652, 4.500, -2.285], [1.725, -4.125, 5.046], [-0.971, 4.199, 0.225], [5.025, 1.769, -0.349], [-2.009, -3.206, 3.755], [4.268, 2.921, 4.036], [1.396, -2.869, -0.022], [4.662, 2.580, -1.868], [-1.577, -3.219, -3.012], [-1.993, -1.396, 3.878], [-0.826, 2.738, -1.591], [3.245, -0.340, 2.342], [4.669, -3.289, 0.173], [-4.382, -1.269, -0.416], [-2.154, 1.180, -3.965], [-1.021, -0.131, -2.804], [1.264, 4.060, 1.590], [0.038, -1.248, 2.314], [0.107, -0.637, 4.707], [-0.899, 5.777, 0.545], [1.117, 1.985, 0.463], [-3.965, -4.240, -7.034], [0.218, -4.456, 4.189], [2.971, -3.237, 1.475], [1.587, 1.151, 0.783], [-5.264, -1.690, -0.899], [4.712, 3.781, 4.538], [4.676, -2.116, -1.903], [0.112, 1.784, 0.137], [3.359, 3.273, 1.170], [4.136, -4.019, 0.497], [2.118, -1.921, 6.544], [3.781, -2.546, 0.834], [1.900, 6.156, 0.162], [0.425, -1.308, 7.040], [-3.760, 0.628, -5.327], [-2.248, 0.799, -6.016], [2.916, 3.296, 3.463], [-3.473, -0.357, -1.382], [-5.510, 0.741, 0.877], [-1.736, -2.267, 3.275], [-5.351, -2.451, -5.554], [5.226, -2.948, -1.464], [-2.007, -2.767, -2.118], [1.442, 6.787, -0.599], [-2.654, -3.481, -1.610], [-4.812, -0.643, 0.919], [-3.905, -0.669, 1.524], [0.063, 0.762, -1.716], [1.549, 4.034, -1.047], [0.720, 2.061, 2.883], [1.658, 0.316, -1.188], [-3.756, -1.728, -5.837], [-2.905, -1.362, -2.779], [-3.349, 2.752, -5.665], [0.748, -3.716, 4.788], [-0.915, 1.972, -2.162], [-4.952, -2.576, -3.058], [3.608, 0.688, 2.359], [2.220, -3.576, 0.067], [-3.740, -3.758, -5.543], [-0.575, 6.207, -2.122], [3.252, 1.230, 3.235], [4.687, 0.822, 2.284], [5.003, 1.642, -1.431], [4.138, -0.908, -0.198], [-1.138, -0.801, -4.344], [-0.512, 5.224, -1.656], [1.898, -1.986, -0.417], [1.166, -2.556, 0.996], [1.106, 4.857, 0.267], [-0.065, -2.973, 2.061], [-1.745, -0.277, -3.606], [2.314, 2.390, 3.385], [2.386, 3.867, 4.225], [0.551, 0.898, 3.200], [5.064, 2.508, 3.417], [-2.498, 3.356, -5.351], [1.184, -0.093, 2.779], [-2.318, -1.111, 1.817], [0.292, -3.320, -0.933], [0.667, 3.157, 1.462], [-0.176, 1.746, -1.055], [3.357, 4.670, 1.990], [3.798, 2.028, 0.394], [-4.999, -3.937, -7.202], [-4.165, -3.185, 2.421], [1.149, 0.934, 1.667], [-3.825, -2.153, -0.105], [-5.590, 1.081, -0.155], [-4.215, -4.505, -4.906], [5.228, -1.807, -2.791], [-3.984, 0.540, -1.730], [-0.200, -2.190, 2.808], [1.403, 2.987, -0.779], [2.744, 3.772, 1.919], [-0.365, 0.734, 4.130], [-4.419, -1.869, -3.694], [-0.410, 1.681, 3.976], [3.051, 1.384, 1.126], [0.269, -3.037, 6.064], [-3.662, 3.047, -6.666], [-1.412, 4.776, -2.079], [0.886, 4.580, 2.470], [-0.470, -1.342, -1.163], [0.203, 3.569, -2.633], [-2.531, -2.156, 2.041], [-4.514, -1.506, 2.921], [-2.728, 1.686, -3.188], [4.219, 0.336, -1.710], [2.985, 6.065, 0.115], [6.021, 1.586, -1.817], [-4.958, -0.923, -3.743], [-2.786, -3.995, -5.072], [4.280, 2.176, 4.832], [0.107, -4.393, -0.878], [1.063, -1.793, 6.302], [0.890, -2.435, 3.936], [5.677, -0.744, -0.593], [-4.017, -2.132, 2.180], [-2.280, -2.817, 1.212], [2.542, -1.712, 2.472], [3.037, 0.242, -2.113], [2.625, 4.161, -1.160], [-1.266, 1.793, -4.120], [-0.927, -2.320, -1.014], [3.787, -1.275, 0.766], [-4.169, 3.108, -5.041], [-5.479, -1.392, 1.344], [2.317, -0.743, 0.098], [1.695, 6.840, 0.986], [1.234, 5.086, -2.995], [0.766, -3.217, -1.909], [-3.331, -3.663, -7.708], [-4.786, 1.390, 1.371], [1.891, -0.669, 4.687], [2.216, -2.555, 3.082], [0.245, -3.833, 6.808], [-4.326, -2.393, -5.188], [-0.376, 5.058, -0.085], [1.488, -0.099, -0.195], [-4.525, -2.028, 1.221], [4.759, -0.872, -0.993], [1.996, -3.475, 2.541], [-2.553, -0.049, -0.884], [-1.594, -2.113, -0.177], [-2.881, 1.268, -5.262], [3.601, -2.258, -2.014], [0.469, -0.479, -0.127]],
  "atomic_forces_ev_per_a": [[-0.29, -0.30, 0.11], [-0.25, 0.44, 0.85], [0.34, 0.26, -0.18], [-0.18, -0.06, 1.25], [0.32, 0.63, 0.40], [1.80, -0.64, 1.65], [0.28, 0.14, -0.61], [0.82, -0.66, -0.24], [1.39, -0.47, -1.00], [0.42, 0.01, 0.51], [1.60, 1.08, 0.59], [-0.38, -0.20, -1.11], [-0.83, -0.49, -0.05], [0.27, -0.34, 0.12], [0.09, -0.27, 0.43], [-2.10, -0.59, 0.23], [0.70, 1.16, 0.49], [0.28, 0.06, 1.28], [0.56, 1.18, -1.09], [-0.23, -0.42, -0.36], [-0.03, -0.36, 0.05], [1.32, 0.36, -0.86], [-0.39, -0.68, 0.46], [0.92, -1.38, 0.91], [0.79, 0.90, -0.20], [3.35, 1.81, 0.27], [-0.15, 1.45, 1.94], [-0.52, 0.14, 0.57], [7.51, -0.67, -4.01], [14.16, -5.02, 2.09], [-0.05, 0.43, -0.52], [0.16, 0.22, -0.14], [1.10, 1.66, -0.53], [-14.83, 3.45, -2.69], [-1.31, 1.14, 1.43], [0.98, -2.64, -0.38], [-0.24, -0.16, 0.67], [-0.05, 0.45, 1.80], [-1.37, 0.93, 0.86], [0.88, 0.86, 0.04], [-0.25, -0.12, 0.49], [0.24, 0.44, -0.32], [-0.75, -1.97, -1.26], [-1.09, -1.52, 0.90], [1.00, -0.86, -1.14], [2.26, -0.61, 0.38], [-0.08, 0.45, 0.03], [-0.46, 0.69, -0.71], [1.38, 0.69, 0.62], [0.46, -0.62, -0.83], [-0.25, -0.01, -0.41], [-2.41, 4.87, -3.03], [-0.86, 2.56, -0.92], [-1.62, -0.63, -4.36], [0.05, 0.46, 0.40], [-1.19, 1.77, -0.13], [-0.06, -0.91, 1.57], [-0.32, 0.76, 0.25], [-1.00, 0.42, -0.09], [0.99, -0.69, 1.42], [0.37, 2.24, -0.40], [-2.64, 0.69, -4.56], [-0.08, 0.04, -0.01], [-0.16, 0.73, -0.60], [-1.97, -0.70, -1.29], [-0.33, -2.02, 1.20], [0.26, 0.60, 1.01], [0.30, -0.94, -0.32], [-0.02, -0.46, 0.14], [1.63, -1.36, -2.36], [-0.86, -0.14, 0.98], [-0.39, 0.10, -0.52], [-0.30, 0.91, 0.15], [-0.61, -1.16, -0.56], [-0.45, -0.32, -0.88], [-0.04, 0.09, -1.79], [-0.06, -0.30, 0.57], [0.36, 0.45, 0.28], [0.62, 0.96, 1.02], [-0.07, 0.74, -0.54], [1.90, -3.86, 0.22], [-0.31, 0.45, -0.66], [0.05, 0.48, -0.39], [-0.56, 1.30, 0.33], [0.74, 0.34, -1.37], [-0.65, 1.00, -0.68], [0.22, 1.31, -0.06], [0.52, -0.61, 4.69], [-0.59, 1.12, -0.22], [-3.55, -1.68, 1.71], [-0.08, -0.21, -0.50], [-0.66, -0.63, 0.93], [0.78, -0.59, -1.40], [0.46, 0.00, -0.76], [-0.19, 0.26, -0.06], [-1.10, -0.18, -0.09], [-0.68, -0.13, -0.45], [-0.13, -0.12, -0.01], [-1.65, -1.88, 1.91], [0.37, 0.91, -0.48], [1.13, 2.57, 2.24], [-1.93, 1.29, 0.06], [1.05, -0.20, -1.24], [-2.74, 2.13, 2.18], [0.32, -3.04, 0.38], [-1.40, -2.83, 0.17], [0.45, -0.81, -0.22], [-0.21, -0.06, 0.83], [-0.48, 0.59, -0.54], [-0.30, -0.24, -0.87], [1.40, 1.00, -1.18], [-0.57, 2.29, -0.54], [0.55, -0.37, 0.28], [-0.07, -0.26, 0.30], [-2.38, 1.28, 0.21], [-0.36, -0.52, -0.37], [0.25, -0.59, -0.13], [-0.35, -0.04, 0.12], [1.05, 0.85, -0.83], [-0.88, -0.13, 0.17], [-0.68, 0.10, 0.47], [-0.36, -0.86, -0.93], [1.72, 1.25, -1.57], [0.44, 0.25, -0.27], [1.11, -7.12, 2.61], [0.23, -0.13, 0.49], [-1.77, -0.11, 1.12], [5.38, 0.11, -0.49], [-0.16, 0.23, -0.04], [0.41, -0.21, 0.27], [-0.48, -0.85, -1.15], [-2.13, -3.70, 6.38], [-0.11, -0.38, 0.31], [-1.87, 2.48, -0.57], [-1.39, 1.16, 0.28], [-0.06, -0.64, 0.79], [-0.13, -0.13, 0.07], [-0.25, -0.13, -0.48], [0.06, -0.46, -0.19], [-0.87, 0.54, 0.37], [-0.26, -0.27, -0.22], [-2.67, -1.40, 3.47], [-0.02, 0.42, 0.58], [0.55, -0.25, -0.13], [-0.91, 0.43, -0.62], [1.48, 2.29, 2.14], [2.42, -4.12, 2.62], [4.03, 1.97, -9.29], [-1.80, 0.73, 2.08], [-0.01, 0.08, 0.30], [0.82, -0.60, 0.41], [-1.84, 0.78, -2.24], [0.35, -0.42, -0.45], [0.92, 0.00, 0.82]],
  "homo_ev": -12.895,
  "total_charge": 2,
  "gap_ev": 9.3
}


> Number 1 is which compound?

C21H34BrN5O3P2PdTe